Density functional theory data (the ωB97M-V functional and the def2-TZVPD basis) for a single C2HNO3S molecule.

## Properties
- HOMO-LUMO gap (alpha / beta) (eV) = 7.99 / 7.98
- spin multiplicity = 1
- calculated total energy (eV) = -20552.668
- LUMO (alpha / beta) (eV) = -1.6 / -1.6
- SMILES string = O=c1[nH]c1=S(=O)=O
- energy above the lowest of the compared OMol25 structures with the same formula, charge and spin (kcal/mol) = 120.22

CARTESIAN COORDINATES (ANGSTROEM)
1 C 1.27249 1.01440 0.07505
2 C -0.10331 0.34068 -0.74378
3 N 1.11764 -0.21971 -0.25573
4 O 1.71287 2.02626 0.38502
5 O -2.79693 -0.09407 -0.37982
6 O -1.15761 -1.61203 0.73659
7 S -1.46762 -0.32090 0.17911
8 H 1.42247 -1.13462 0.00355

Per-atom Mulliken charges, elementary charge units: C 0.5571; C -0.2685; N -0.0776; O -0.3274; O -0.5011; O -0.5035; S 0.8242; H 0.2968